Molecular formula: C34H40FeN4O3P2
Method: DFT, the ωB97M-V functional and the def2-TZVPD basis

Structure (XYZ):
```
84
Properties=species:S:1:pos:R:3:lowdin_spin:R:1
C -2.1007 1.7634 -2.1884 0.02
C -4.0233 -2.9576 -0.2085 0.00
C -2.0149 1.7060 -7.3844 0.00
C -1.6613 -0.9133 5.8773 0.00
C -2.7841 1.2216 5.5899 0.00
C -0.4582 -1.7721 -3.4704 0.02
C -1.7771 -0.1379 2.1582 0.00
C -2.0107 -0.0448 3.6459 0.00
Fe -0.1303 1.2601 -1.7260 3.39
C 4.4340 1.8892 -3.8224 0.00
H -4.4016 -3.4696 0.6502 0.00
C -2.7581 0.5129 -3.9996 0.02
P 1.5882 -0.3813 -2.2347 0.08
C 0.3562 2.5723 -7.8647 0.00
C 3.5235 -1.4027 -0.4245 0.00
C 0.9617 -1.2135 -3.7203 0.02
C -1.5007 -1.0210 4.4970 0.00
C -4.6566 -2.7738 -1.4767 0.00
H -2.4102 0.3084 7.4898 0.00
C -2.7840 -2.3347 -0.2939 0.00
H -2.6718 2.4675 -6.9387 0.00
H 0.6969 -1.2661 -8.0203 0.00
O -2.9710 2.1260 3.3625 0.00
H -3.2909 2.1012 6.0012 0.00
C 2.7715 2.0983 -2.2837 0.01
H 4.4345 -4.4670 -1.3105 0.00
H -3.9392 -1.6572 -3.2885 0.00
H 0.2963 0.2091 -8.8512 0.00
H 0.9840 -0.4917 -4.5302 0.00
N -2.1986 0.4304 -2.7556 0.01
H -1.0883 -1.7020 -4.3801 0.00
H 1.9977 1.0897 0.2098 0.02
C 3.0491 -2.8923 -2.0427 0.00
H -2.0022 -2.2206 0.4515 0.00
C 4.3223 -2.5299 -0.1989 0.00
P -1.2226 -0.8966 -2.0323 0.07
H 1.4028 2.3052 -5.9213 0.00
H -3.5813 2.2115 -5.1513 0.00
H 0.8088 -0.2568 0.3935 0.01
C 0.1699 -0.3028 -7.8792 0.00
H 1.3225 -0.1961 -6.0338 0.00
C -2.6233 1.1433 4.1770 0.00
C 4.0130 -3.4718 -1.2227 0.00
H -1.4612 3.1977 -8.7712 0.00
O -2.3061 0.7853 1.4387 0.00
C -2.2998 0.2158 6.4059 0.00
C 0.8811 1.7577 -6.7082 0.00
H -1.2998 -1.7212 6.5134 0.00
C 0.9280 0.7985 0.0852 0.20
H 0.4032 1.3968 0.8682 0.03
C 3.7815 0.6534 -3.7234 0.00
H 5.2694 2.1341 -4.4687 0.00
H -5.6308 -3.1490 -1.7569 0.00
C -2.7917 2.5953 -3.1039 0.02
C -1.3267 -0.6604 -7.7430 0.00
H -3.0276 3.6430 -2.9662 0.00
C 0.8081 0.4279 -6.7494 0.00
O -1.1142 -1.1212 1.7641 0.00
N 2.7235 -1.6256 -1.5442 0.02
H -1.6889 -0.9573 -8.7433 0.00
C -3.8052 -2.0246 -2.2845 0.00
H -2.7497 1.7609 2.3882 0.00
H 5.0203 -2.6567 0.6089 0.00
C -1.0471 2.2423 -8.3826 0.00
H -1.9676 1.9150 -1.0962 0.01
H -0.4005 -2.8328 -3.1977 0.00
N 2.7724 0.7901 -2.7791 0.00
N -2.6445 -1.7509 -1.5537 0.02
H 2.5768 -3.2755 -2.9359 0.00
H 4.0604 3.8155 -2.7432 0.00
H 1.0232 2.5216 -8.7606 0.00
C -3.1435 1.8326 -4.2330 0.00
H 3.9641 -0.2707 -4.2398 0.00
C -2.1892 0.4125 -7.1121 0.00
H 3.4442 -0.4850 0.1344 0.00
H -1.4190 -1.5540 -7.1159 0.00
H -0.9678 -1.8833 4.0742 0.00
H -0.9759 1.6138 -9.2896 0.00
H -2.8426 -0.3530 -4.6379 0.00
C 3.8073 2.7829 -2.9190 0.00
H 1.6229 -2.0432 -4.0336 0.00
H -3.0474 0.0427 -6.5509 0.00
H 2.0985 2.3984 -1.4841 0.01
H 0.3715 3.6240 -7.5662 0.00
```

Multiplicity: 5
Frontier orbital gap (spin up / spin down): 5.689 / 5.060 eV
E_LUMO (spin up / spin down): -0.03802 / -0.06111 hartree
E_tot: -100968.329 eV
ΔE to the lowest compared entry with this formula, charge and spin: 0.0 kJ/mol

=====

Molecular formula: C34H40N3
Method: DFT, the ωB97M-V functional and the def2-TZVPD basis

Structure (XYZ):
```
77
Properties=species:S:1:pos:R:3:mulliken_charge:R:1
H 0.9283 2.6926 -3.1742 0.37
C -0.8222 -1.3580 1.1595 -0.84
C 6.9832 -0.5554 1.7264 -0.74
H 6.4662 -3.0656 1.1680 0.32
C 4.5599 -0.6858 1.9914 0.96
C -4.7261 -2.8126 1.3080 -1.02
H 7.2048 -0.7483 0.6511 0.35
H 1.4785 -1.4753 -2.5062 0.44
H 1.3152 -1.5074 -0.7208 0.34
C -3.1624 -0.9733 1.6888 0.41
C -2.9442 0.4261 1.5135 0.84
H 6.5726 -3.0524 2.9340 0.30
N -0.9158 2.0648 -2.3378 0.42
C 0.0617 3.0953 -2.6112 -0.58
H 5.0018 -3.2542 2.1429 0.35
C 3.3950 -1.4121 2.2996 -1.85
H -5.0762 0.6828 3.3931 0.35
C -5.5870 -0.5514 1.6880 -0.68
N -4.4500 -1.4510 1.7338 0.04
H -0.0035 -2.0614 1.0647 0.51
H -6.4354 -1.0593 2.1782 0.48
C -2.4908 -2.9883 -2.1009 -0.52
C -0.5157 0.7841 -2.0970 -0.21
H -6.1968 1.4317 2.2271 0.36
H -2.9652 -3.9495 -1.9417 0.43
H 7.8366 -0.9569 2.2996 0.43
H 3.0611 1.8998 0.2557 0.40
H -2.2236 -2.9366 1.5333 0.30
C 2.1452 -0.9557 1.8844 0.19
H -5.8875 -0.3544 0.6334 0.27
C 3.1365 0.9494 0.8312 -1.53
H -2.8053 4.3281 -2.9525 0.32
H -0.1968 4.2035 -4.4597 0.28
C -2.1434 3.7250 -3.6010 -0.64
H -5.8282 -2.9719 1.2797 0.39
C -3.3098 -1.8788 -2.3883 -0.95
H -4.4069 -1.9823 -2.4944 0.41
C 1.9644 0.1571 1.0123 -0.17
H -0.5985 5.1657 -3.0065 0.35
H -3.0315 2.0454 -2.5184 0.09
H -3.7749 2.3292 2.1499 0.40
H 1.6346 1.0075 -1.7089 1.03
C 0.7147 0.3865 -1.4511 0.68
H 1.3237 -1.5342 2.2718 0.69
H 6.6589 1.2346 2.9549 0.31
C -2.0748 -1.8562 1.4799 -1.52
H 5.9166 1.5228 0.0276 0.30
H -4.3126 -3.0462 0.2969 0.19
C 0.6921 0.5081 0.3172 -0.06
H -3.4115 0.2457 -2.7685 0.28
H -1.6081 1.9273 0.6949 0.33
C 5.9552 -2.7247 2.0853 -1.04
C -5.3024 0.8014 2.3286 -0.82
C 6.8236 0.9594 1.9025 -0.82
C -0.6830 4.1711 -3.4662 -0.69
H -2.1578 1.5795 -4.0232 0.49
C -0.6052 -1.5283 -1.8794 0.75
C -1.3749 -0.4057 -2.2601 0.41
C -1.7168 0.8602 0.9875 -0.71
C 0.8432 -1.1345 -1.6442 -1.78
H 0.4759 3.5289 -1.6949 0.32
N 5.7892 -1.2823 2.0976 0.04
H -4.4063 1.7387 0.6152 0.15
C -1.1170 -2.8170 -1.8743 -0.64
C 4.3998 0.5790 1.3239 0.86
C -4.0905 1.4111 1.6257 -0.53
C 5.6144 1.4669 1.0967 -0.70
H -2.5406 3.7747 -4.6286 0.34
H 0.6194 1.6010 0.1185 0.83
H 3.4643 -2.3706 2.7922 0.47
H 7.7550 1.4274 1.5683 0.37
H 5.3694 2.5184 1.3690 0.38
C -2.1504 2.2582 -3.1313 -0.71
C -0.6118 -0.0020 0.8541 0.09
C -2.7647 -0.5986 -2.5075 -0.44
H -0.4496 -3.6609 -1.6377 0.43
H -4.2855 -3.5298 2.0300 0.32
```

Frontier orbital gap: 5.541 eV
E_LUMO: -0.14364 hartree
SMILES string: CN1CCCc2cc(C(c3ccc4c(c3)CCCN4C)[C@H]3Cc4ccccc4C3=[N+]3CCCC3)ccc21
Charge: +1
E_tot: -40371.000 eV
ΔE to the lowest compared entry with this formula, charge and spin: 150.5 kJ/mol

=====

Molecular formula: C34H41Cl3IrNOP3
Method: DFT, the ωB97M-V functional and the def2-TZVPD basis

Structure (XYZ):
```
84
Properties=species:S:1:pos:R:3:lowdin_spin:R:1
C 1.2195 -0.0503 0.6572 0.12
H 2.2131 2.8950 2.4706 0.01
H -5.3056 -0.2429 -3.6161 0.00
C -2.1263 -2.6476 0.7342 0.04
C -0.7126 1.5486 0.2889 0.22
C -2.5871 -3.3619 1.8548 0.01
C -3.1552 -5.2831 0.4778 0.01
C 1.1975 -3.3696 -1.2919 0.12
H -5.0256 -1.2604 -5.8866 0.01
Ir -0.0926 3.0879 1.0921 1.12
H 4.6987 2.4289 2.0196 0.00
C -2.9052 1.3309 4.7997 0.00
C -3.0115 -1.9494 -5.5068 0.00
H -4.0379 3.1631 4.4922 0.00
H 2.7611 -0.6742 -3.6436 0.00
C 0.3526 -2.4963 -2.0289 0.16
H -3.3638 -5.2409 2.6114 0.00
C 0.9304 -1.4641 -2.8003 0.12
H -2.6605 3.9197 2.5993 0.00
C -2.7767 -4.5761 -0.6692 0.03
H -1.7952 -1.6037 0.8437 0.01
H -0.9069 2.6074 -2.4858 0.00
N -1.3310 2.3322 2.6915 -0.01
Cl -2.1195 3.9948 0.1828 0.05
H 2.6452 -1.6598 3.1511 0.00
C 0.2122 5.4440 -1.3258 0.00
C -2.4033 3.0052 3.1317 0.00
C 2.3099 -1.4621 -3.0230 0.01
H 0.5851 5.7465 -2.3112 0.00
H -1.0076 -2.4449 -4.8498 0.01
H 2.8952 4.0716 -0.1529 0.00
C -3.2068 2.5437 4.1890 0.00
C -2.2791 -1.7931 -3.1863 0.15
H 0.7030 1.8577 -2.5780 0.00
C -3.4242 -1.0288 -2.8643 0.12
C 4.4319 1.7532 2.8392 0.00
H 2.5894 -0.3003 4.3117 0.00
H 0.2974 -0.6610 -3.1943 0.01
H 2.8744 4.0700 -1.9496 0.00
H 1.8347 -0.3918 -0.2065 0.02
C 0.1689 2.8128 -2.4950 0.01
C -2.1801 -3.2867 -0.5316 0.09
H 4.1737 -2.5304 -2.7220 0.01
C 3.2023 -0.8074 3.5560 0.00
H -0.3361 0.4713 2.7408 0.00
H 0.6293 6.0703 -0.5312 0.00
H -3.4945 0.9295 5.6336 0.00
H 4.7815 0.2083 0.1541 0.00
H -3.5592 -0.6131 -1.8625 0.01
H -2.8569 -2.3601 -6.5107 0.00
C 2.0426 0.9854 1.5156 0.04
H 2.7724 2.5284 -1.0365 0.00
H -2.5593 -2.8684 2.8310 0.00
H 4.1852 -1.0990 3.9586 0.00
H 0.3957 3.4148 -3.3857 0.00
C -3.0665 -4.6797 1.7324 0.01
H 0.7564 -4.0170 -0.5297 0.00
C 2.5621 -3.3984 -1.5739 0.02
C -1.1058 1.0980 3.1939 0.00
H 3.1915 -4.1557 -1.0860 0.00
H 3.8189 2.2997 3.5618 0.00
H -2.8679 -5.0192 -1.6574 0.01
C 4.5333 -0.4987 0.9585 0.00
H -3.4921 -6.3121 0.3336 0.00
P -1.3949 -2.8111 -2.0637 0.53
C -1.8650 0.5998 4.2671 0.00
H -1.7502 1.6620 -0.0669 0.03
C 3.1129 -2.4698 -2.4672 0.15
C -4.2278 -1.3334 -5.1502 0.17
Cl -1.4916 -0.9581 4.8685 0.00
C -0.0532 0.4498 0.1647 0.88
C 2.4863 3.5872 -1.0442 0.00
P 3.5843 0.3173 2.2314 0.01
H 0.2801 -1.7445 1.0363 0.01
C -4.3974 -0.8155 -3.8511 0.02
H -0.8824 5.5200 -1.2913 0.00
C -1.9972 -2.0723 -4.5632 0.18
H 5.4402 -0.8375 1.4839 0.00
P 0.6814 3.7206 -0.9877 0.00
H 3.9742 -1.3480 0.5454 0.00
O 1.0213 -1.2354 1.4504 0.04
Cl 0.3233 5.1705 2.1833 0.40
C 1.6095 2.2231 1.8123 0.02
H 5.3341 1.3644 3.3274 0.00
```

Multiplicity: 6
Frontier orbital gap (spin up / spin down): 2.513 / 3.357 eV
E_LUMO (spin up / spin down): -0.20116 / -0.34539 hartree
Charge: +2
E_tot: -107712.337 eV
ΔE to the lowest compared entry with this formula, charge and spin: 198.3 kJ/mol

=====

Look up the ΔE to the lowest compared entry with this formula, charge and spin of the third one.
198.3 kJ/mol